1.
C38H57BrGeO4OsPS2 as an isolated structure at a distorted geometry. Source: the Open Molecules 2025 dataset; level of theory: ωB97M-V/def2-TZVPD.

Results
2S+1: 6
<S²>: 8.7865
Net charge: +2
Calculated total energy: -7661.95031 hartree
Energy relative to the best compared isomer or geometry (same formula, charge and spin): 19.2 kcal/mol
Kohn-Sham gap (spin up / spin down): 7.843 / 5.344 eV
HOMO (spin up / spin down): -13.449 / -13.923 eV
Largest force on an atom: 2.38 eV/A
LUMO energy (spin up / spin down): -5.61 / -8.58 eV

Atoms and positions in Å:
1 Os 0.00240 -0.38929 0.53011
2 C 3.50442 1.06123 -0.03701
3 C 2.45427 1.69857 -0.94997
4 C 2.95383 1.74228 -2.39843
5 C 2.13409 3.12012 -0.48478
6 O 1.27166 0.90187 -0.90150
7 Ge -0.25067 1.08861 -2.12494
8 O -1.21757 1.46322 -0.53513
9 C -2.54130 1.94806 -0.37648
10 C -3.54070 0.83722 -0.70783
11 C -2.69599 2.40222 1.07765
12 C -2.73019 3.12198 -1.34544
13 O -0.48001 -1.01703 -1.29814
14 C -0.31344 -2.19654 -2.05164
15 C 1.18268 -2.51850 -2.21370
16 C -0.92402 -1.95197 -3.43881
17 C -1.01461 -3.36054 -1.33922
18 H 4.40927 1.66251 -0.02675
19 H 3.75598 0.06149 -0.38609
20 H 3.11704 1.00060 0.98048
21 H 3.88587 2.29798 -2.46036
22 H 2.21286 2.24111 -3.02837
23 H 3.12189 0.73568 -2.77637
24 H 3.02529 3.73913 -0.53394
25 H 1.76493 3.11276 0.53833
26 H 1.36915 3.55467 -1.13089
27 H -3.33836 -0.03975 -0.08962
28 H -3.44307 0.55035 -1.75564
29 H -4.55809 1.17139 -0.51979
30 H -2.34618 1.60887 1.74169
31 H -3.73584 2.61560 1.30747
32 H -2.10244 3.29329 1.26118
33 H -2.61592 2.75965 -2.36988
34 H -1.97681 3.88600 -1.16159
35 H -3.71596 3.56322 -1.23040
36 H 1.73073 -1.61975 -2.50050
37 H 1.31291 -3.27343 -2.98573
38 H 1.59418 -2.90302 -1.28362
39 H -0.33905 -1.19546 -3.96441
40 H -1.95151 -1.60823 -3.33752
41 H -0.91060 -2.86675 -4.02276
42 H -0.59537 -3.49326 -0.34056
43 H -0.86130 -4.27326 -1.90654
44 H -2.08289 -3.17439 -1.24276
45 C 5.13659 -2.64651 5.83501
46 C 4.54416 -1.25653 6.06038
47 C 5.69460 -0.23153 6.00569
48 C 3.89612 -1.20764 7.45391
49 C 3.52664 -0.86964 5.02159
50 C 3.26421 -1.64917 3.88787
51 C 2.33938 -1.21303 2.97679
52 Br 2.02739 -2.24826 1.38858
53 C 1.58253 -0.00807 3.11056
54 O 0.68385 0.31550 2.24802
55 C 1.89888 0.81453 4.24695
56 C 2.83975 0.34339 5.13933
57 C 1.35445 2.22158 4.44551
58 C 2.53241 3.18831 4.21633
59 C 0.83154 2.39298 5.88389
60 C 0.22235 2.61731 3.50030
61 H 5.84766 -2.85342 6.62928
62 H 5.67058 -2.70241 4.88955
63 H 4.36935 -3.41694 5.86054
64 H 6.43424 -0.49924 6.75375
65 H 5.35034 0.77764 6.20809
66 H 6.16702 -0.24745 5.02682
67 H 4.63876 -1.47697 8.19844
68 H 3.07208 -1.91509 7.51335
69 H 3.51935 -0.21914 7.69887
70 H 3.77854 -2.58110 3.71264
71 H 3.08545 0.97126 5.97867
72 H 3.34477 2.99611 4.91220
73 H 2.19450 4.21140 4.36015
74 H 2.91943 3.09207 3.20310
75 H 1.62810 2.34578 6.62060
76 H 0.08792 1.63493 6.12384
77 H 0.36336 3.37033 5.97337
78 H 0.54028 2.61118 2.45904
79 H -0.09433 3.62983 3.74285
80 H -0.63613 1.95945 3.61280
81 S -4.40634 -0.24908 2.40392
82 P -3.27100 -1.87305 2.64704
83 S -1.39005 -1.93871 1.75568
84 C -2.99297 -2.07857 4.43863
85 C -1.79222 -1.72116 5.03399
86 C -1.67267 -1.82601 6.40803
87 C -2.74203 -2.26551 7.17201
88 C -3.94280 -2.60627 6.56832
89 C -4.07770 -2.50698 5.19505
90 C -4.07306 -3.38051 2.00867
91 C -5.34012 -3.31972 1.44298
92 C -5.93744 -4.49428 1.01710
93 C -5.26869 -5.70095 1.13879
94 C -3.99306 -5.74422 1.68073
95 C -3.38220 -4.58254 2.11349
96 H -0.95878 -1.38709 4.43017
97 H -0.73878 -1.56826 6.88257
98 H -2.64357 -2.33801 8.24382
99 H -4.77364 -2.94774 7.16484
100 H -5.01222 -2.76603 4.71540
101 H -5.85394 -2.37392 1.34711
102 H -6.93197 -4.46421 0.60088
103 H -5.73681 -6.61058 0.79678
104 H -3.47557 -6.68467 1.77458
105 H -2.38154 -4.60559 2.52192

=====

2.
C35H20BF4IN13ORbS4 as an isolated structure at a distorted geometry. Source: the Open Molecules 2025 dataset; level of theory: ωB97M-V/def2-TZVPD.

Results
2S+1: 1
Net charge: -2
Calculated total energy: -4471.71792 hartree
Energy relative to the best compared isomer or geometry (same formula, charge and spin): 60.3 kcal/mol
Kohn-Sham gap: 1.405 eV
HOMO: -1.313 eV
Largest force on an atom: 4.22 eV/A
LUMO energy: 0.09 eV

Atoms and positions in Å:
1 Rb 0.13932 0.79173 -0.70816
2 C 0.84752 -3.13617 4.25514
3 C 0.15632 -2.18037 4.98774
4 C 0.07802 -0.88317 4.52904
5 C 0.68652 -0.52887 3.31434
6 C 1.38422 -1.49857 2.58434
7 C 1.46992 -2.78957 3.06294
8 N 0.61832 0.72963 2.75504
9 N 0.16432 1.65723 3.48504
10 C -0.06018 2.88943 2.93104
11 C 0.09162 4.01763 3.75454
12 C -0.22468 5.25323 3.23214
13 C -0.72148 5.33343 1.93644
14 C -0.87038 4.15693 1.21184
15 N -0.53848 2.97393 1.68564
16 H 0.89522 -4.15637 4.60684
17 H -0.33658 -2.45837 5.90824
18 H -0.45548 -0.12577 5.08314
19 H 1.84342 -1.21187 1.64714
20 H 2.00732 -3.54167 2.50284
21 H 0.46342 3.89823 4.76104
22 H -0.10718 6.14193 3.83914
23 H -0.99508 6.28533 1.50574
24 H -1.28268 4.16383 0.21094
25 O -8.16908 -1.17007 -1.82796
26 C -7.02858 -0.79887 -1.81596
27 S -5.66338 -1.79827 -2.29466
28 C -4.36268 -0.60827 -2.03826
29 C -4.77838 0.64503 -1.57766
30 S -3.78818 1.94173 -1.27566
31 S -6.52948 0.82503 -1.32756
32 S -2.80588 -1.07277 -2.36556
33 B 3.17072 1.88713 -4.28636
34 N 3.50612 2.02943 -2.77896
35 C 4.65232 2.52143 -2.29436
36 C 4.55042 2.58643 -0.91796
37 C 3.27262 2.09513 -0.65856
38 N 2.66302 1.76823 -1.79046
39 N 1.88992 1.05643 -4.46656
40 C 1.73652 -0.08497 -5.14436
41 C 0.39222 -0.40987 -5.16496
42 C -0.21338 0.62213 -4.45066
43 N 0.70572 1.49113 -4.04726
44 H 4.07022 1.32163 -4.83766
45 H 2.98162 2.98673 -4.74236
46 H 5.46212 2.79263 -2.94206
47 H 5.28222 2.94253 -0.21756
48 H 2.77602 1.98123 0.29294
49 H 2.57032 -0.59637 -5.58486
50 H -0.06958 -1.26107 -5.62666
51 H -1.25868 0.78713 -4.25346
52 I 0.21242 8.12513 -3.64966
53 C 0.44622 6.13073 -3.04886
54 C 0.57512 5.03793 -3.87916
55 N 0.67242 3.97273 -3.07946
56 N 0.61192 4.30653 -1.80056
57 C 0.48042 5.61933 -1.75066
58 H 0.60652 4.97523 -4.94816
59 H 0.75962 2.95553 -3.38056
60 H 0.41652 6.14933 -0.82056
61 F 0.56792 -6.80447 0.17524
62 C -0.12708 -5.83707 0.81094
63 C -0.85668 -6.19507 1.91464
64 F -0.85658 -7.49847 2.26914
65 C -1.58278 -5.26547 2.69744
66 C -1.54218 -3.93727 2.20964
67 C -0.82488 -3.58227 1.09624
68 F -0.87358 -2.28607 0.70864
69 C -0.04558 -4.50147 0.35154
70 C 0.78782 -4.10737 -0.72466
71 C 1.05222 -2.76417 -0.97746
72 N 1.34302 -1.66217 -1.14576
73 C 1.49162 -5.00117 -1.53436
74 N 2.09082 -5.69747 -2.23126
75 F -2.23218 -2.97517 2.85524
76 C -2.27498 -5.64087 3.87194
77 C -2.35418 -6.95517 4.33664
78 N -2.47878 -8.01167 4.78264
79 C -2.91078 -4.74027 4.72814
80 N -3.42208 -4.07157 5.51644

=====

3.
An isolated molecule of C3H3F3INO at a distorted geometry. Source: the Open Molecules 2025 dataset; level of theory: ωB97M-V/def2-TZVPD.

Results
2S+1: 1
Net charge: 0
Calculated total energy: -843.42310 hartree
Energy relative to the best compared isomer or geometry (same formula, charge and spin): 0.0 kcal/mol
Kohn-Sham gap: 9.720 eV
HOMO: -9.886 eV
Structure (SMILES): NC(=O)[C@H](I)C(F)(F)F
Largest force on an atom: 3.87 eV/A
LUMO energy: -0.17 eV

Atoms and positions in Å:
1 C 0.71841 -0.40649 0.04483
2 C 0.94663 1.10034 0.68622
3 C 1.27368 2.15405 -0.41007
4 N -0.43775 -0.72910 -0.52146
5 O 1.61501 -1.19041 0.27759
6 F 2.24215 1.53296 -1.16590
7 F 1.83120 3.25422 0.23966
8 F 0.25866 2.52889 -1.18920
9 I -0.86832 1.79335 1.73465
10 H 1.78669 1.11609 1.32097
11 H -1.09310 -0.01799 -0.84666
12 H -0.69612 -1.69962 -0.75398

=====

Question: Number 1 is which compound?
Answer: C38H57BrGeO4OsPS2

=====

Question: net charge of number 2 (C35H20BF4IN13ORbS4)?
Answer: -2

=====

What did the third record say?
An isolated molecule of C3H3F3INO at a distorted geometry. Source: the Open Molecules 2025 dataset; level of theory: ωB97M-V/def2-TZVPD.

Results
2S+1: 1
Net charge: 0
Calculated total energy: -843.42310 hartree
Energy relative to the best compared isomer or geometry (same formula, charge and spin): 0.0 kcal/mol
Kohn-Sham gap: 9.720 eV
HOMO: -9.886 eV
Structure (SMILES): NC(=O)[C@H](I)C(F)(F)F
Largest force on an atom: 3.87 eV/A
LUMO energy: -0.17 eV

Atoms and positions in Å:
1 C 0.71841 -0.40649 0.04483
2 C 0.94663 1.10034 0.68622
3 C 1.27368 2.15405 -0.41007
4 N -0.43775 -0.72910 -0.52146
5 O 1.61501 -1.19041 0.27759
6 F 2.24215 1.53296 -1.16590
7 F 1.83120 3.25422 0.23966
8 F 0.25866 2.52889 -1.18920
9 I -0.86832 1.79335 1.73465
10 H 1.78669 1.11609 1.32097
11 H -1.09310 -0.01799 -0.84666
12 H -0.69612 -1.69962 -0.75398

=====

What did the third record say?
An isolated molecule of C3H3F3INO at a distorted geometry. Source: the Open Molecules 2025 dataset; level of theory: ωB97M-V/def2-TZVPD.

Results
2S+1: 1
Net charge: 0
Calculated total energy: -843.42310 hartree
Energy relative to the best compared isomer or geometry (same formula, charge and spin): 0.0 kcal/mol
Kohn-Sham gap: 9.720 eV
HOMO: -9.886 eV
Structure (SMILES): NC(=O)[C@H](I)C(F)(F)F
Largest force on an atom: 3.87 eV/A
LUMO energy: -0.17 eV

Atoms and positions in Å:
1 C 0.71841 -0.40649 0.04483
2 C 0.94663 1.10034 0.68622
3 C 1.27368 2.15405 -0.41007
4 N -0.43775 -0.72910 -0.52146
5 O 1.61501 -1.19041 0.27759
6 F 2.24215 1.53296 -1.16590
7 F 1.83120 3.25422 0.23966
8 F 0.25866 2.52889 -1.18920
9 I -0.86832 1.79335 1.73465
10 H 1.78669 1.11609 1.32097
11 H -1.09310 -0.01799 -0.84666
12 H -0.69612 -1.69962 -0.75398